1.
{"formula": "C4H14N3O", "method": "wB97M-V/def2-TZVPD", "symbols": ["O", "N", "N", "N", "C", "C", "C", "C", "H", "H", "H", "H", "H", "H", "H", "H", "H", "H", "H", "H", "H", "H"], "coordinates": [[2.27, 2.24, -0.24], [-1.01, -1.00, 2.49], [0.78, -1.48, -1.30], [-0.26, 1.24, 0.81], [-0.95, 0.27, -1.34], [-1.38, -0.82, 1.07], [-0.91, 0.17, 0.28], [0.29, -0.30, -2.04], [-1.80, -1.04, 3.16], [-0.24, 1.60, 1.77], [-0.43, -1.84, 2.55], [-0.41, -0.28, 2.90], [1.04, 0.64, -1.86], [2.61, 1.49, -0.63], [-0.99, 1.33, -1.65], [-1.96, -0.06, -1.53], [0.32, 1.81, 0.12], [1.67, -1.32, -0.85], [0.64, -2.27, -1.88], [2.44, 2.08, 0.71], [0.15, -0.64, -3.16], [-1.89, -1.81, 0.61]], "lumo_ev": [-7.6, -12.0], "multiplicity": 2, "total_charge": 2, "de_lowest_kj_mol": 303.0, "homo_energy_ev": [-18.3, -17.0]}



2.
{"formula": "H12O5S", "method": "wB97M-V/def2-TZVPD", "symbols": ["S", "O", "O", "O", "O", "O", "H", "H", "H", "H", "H", "H", "H", "H", "H", "H", "H", "H"], "coordinates": [[-5.88, -0.20, 3.83], [1.96, 5.15, -1.02], [2.09, -3.73, -0.52], [-0.08, -0.54, -0.46], [0.02, -0.98, -3.51], [2.29, -0.77, 2.35], [1.04, 5.22, -0.71], [2.46, -1.47, 2.98], [1.34, -4.07, -1.02], [0.36, 0.19, 0.00], [2.95, -0.10, 2.55], [-0.63, -0.49, -2.99], [-0.95, -0.15, -0.63], [-5.71, 0.91, 3.12], [-5.23, -0.97, 2.95], [0.18, -0.47, -4.31], [1.70, 5.25, -1.95], [2.09, -2.78, -0.66]], "lumo_ev": 0.2, "smiles": "O.O.O.O.O.S", "de_lowest_kj_mol": 121.3, "homo_energy_ev": -9.9}



3.
{"formula": "C3H7O2", "method": "wB97M-V/def2-TZVPD", "symbols": ["O", "O", "C", "C", "C", "H", "H", "H", "H", "H", "H", "H"], "coordinates": [[1.32, -1.57, -0.48], [-0.84, 0.93, 1.82], [0.16, 0.65, -0.56], [0.60, -0.71, -1.17], [-1.06, 0.57, 0.40], [-1.92, 1.20, 0.12], [-1.31, -0.52, 0.34], [1.01, -0.44, -2.28], [1.04, 1.25, -0.04], [-0.44, -1.18, -1.47], [-0.29, 1.36, -1.38], [-0.05, 0.48, 1.95]], "lumo_ev": 4.2, "smiles": "[O-]CCCO", "total_charge": -1, "de_lowest_kj_mol": 277.5, "homo_energy_ev": -2.5}



4.
{"formula": "C50H43BrMoN10O2", "method": "wB97M-V/def2-TZVPD", "symbols": ["Mo", "Br", "O", "O", "N", "N", "N", "N", "N", "N", "N", "N", "N", "N", "C", "C", "C", "C", "C", "C", "C", "C", "C", "C", "C", "C", "C", "C", "C", "C", "C", "C", "C", "C", "C", "C", "C", "C", "C", "C", "C", "C", "C", "C", "C", "C", "C", "C", "C", "C", "C", "C", "C", "C", "C", "C", "C", "C", "C", "C", "C", "C", "C", "C", "H", "H", "H", "H", "H", "H", "H", "H", "H", "H", "H", "H", "H", "H", "H", "H", "H", "H", "H", "H", "H", "H", "H", "H", "H", "H", "H", "H", "H", "H", "H", "H", "H", "H", "H", "H", "H", "H", "H", "H", "H", "H", "H"], "coordinates": [[10.97, 11.39, 12.31], [5.48, 16.69, 14.12], [10.15, 9.71, 13.15], [10.17, 7.48, 13.33], [15.10, 13.93, 14.32], [15.45, 11.79, 12.42], [13.28, 12.90, 15.05], [10.02, 12.56, 14.07], [13.28, 11.49, 12.19], [11.20, 9.69, 10.82], [10.53, 15.42, 10.22], [11.23, 13.46, 11.38], [11.97, 10.65, 14.31], [9.44, 13.50, 9.84], [12.16, 10.00, 6.81], [7.86, 17.19, 7.49], [11.95, 11.17, 7.60], [13.19, 9.11, 15.64], [14.32, 15.60, 11.21], [11.59, 11.07, 8.92], [11.31, 7.38, 9.29], [13.08, 16.14, 13.23], [11.03, 7.32, 10.63], [12.36, 9.36, 16.73], [14.13, 12.98, 14.05], [8.72, 12.31, 10.15], [8.18, 16.60, 11.20], [11.43, 9.80, 9.48], [10.18, 11.96, 15.20], [9.06, 16.65, 7.05], [7.55, 17.21, 8.85], [6.87, 14.34, 13.22], [13.71, 13.79, 15.97], [11.00, 8.51, 11.34], [14.23, 12.15, 12.85], [10.40, 14.08, 10.54], [7.90, 15.49, 15.03], [13.41, 13.86, 9.63], [14.17, 16.39, 12.38], [9.95, 16.08, 7.94], [13.40, 14.60, 10.95], [13.99, 10.70, 11.27], [11.34, 10.28, 16.58], [12.19, 15.15, 12.92], [9.08, 11.43, 11.14], [12.93, 9.76, 14.44], [10.43, 8.51, 12.74], [9.66, 16.09, 9.29], [11.87, 8.74, 7.31], [6.85, 15.40, 14.12], [7.02, 10.18, 10.58], [11.56, 8.64, 8.70], [8.48, 16.67, 9.76], [15.31, 10.88, 11.42], [7.54, 12.19, 9.39], [11.23, 10.96, 15.40], [8.16, 10.36, 11.36], [7.86, 13.40, 13.23], [7.21, 13.22, 8.34], [6.70, 11.11, 9.60], [12.29, 14.36, 11.78], [8.96, 14.63, 14.97], [8.96, 13.58, 14.06], [14.79, 14.50, 15.53], [7.24, 17.08, 11.47], [15.12, 15.78, 10.49], [14.10, 8.49, 15.76], [12.46, 14.03, 9.15], [13.51, 12.80, 9.76], [7.95, 13.28, 7.58], [7.18, 17.65, 6.78], [9.55, 12.21, 16.11], [5.81, 10.96, 8.98], [6.40, 9.33, 10.74], [8.25, 15.55, 11.53], [15.71, 14.36, 13.63], [12.56, 10.07, 5.82], [15.32, 15.33, 15.93], [13.51, 9.53, 13.56], [11.50, 11.96, 9.51], [12.49, 8.78, 17.65], [7.13, 14.22, 8.76], [7.85, 12.62, 12.52], [6.64, 17.64, 9.28], [12.90, 16.80, 14.04], [13.48, 10.05, 10.57], [11.06, 16.02, 10.82], [16.24, 12.13, 12.92], [6.23, 13.07, 7.94], [10.84, 15.64, 7.55], [13.21, 13.84, 16.92], [12.16, 12.11, 7.13], [8.40, 9.61, 12.09], [9.33, 16.66, 6.02], [6.04, 14.26, 12.52], [9.76, 14.75, 15.70], [16.13, 10.38, 10.93], [14.21, 14.24, 8.95], [12.04, 7.88, 6.67], [8.89, 14.17, 9.30], [11.40, 6.47, 8.68], [10.80, 6.41, 11.11], [7.93, 16.35, 15.70], [8.97, 17.11, 11.76], [11.33, 14.95, 13.53], [14.86, 17.17, 12.61], [10.64, 10.43, 17.35]], "lumo_ev": [-5.9, -6.3], "multiplicity": 3, "total_charge": 2, "homo_energy_ev": [-13.0, -13.0]}



5.
{"formula": "C3H9NO", "method": "wB97M-V/def2-TZVPD", "symbols": ["O", "N", "C", "C", "C", "H", "H", "H", "H", "H", "H", "H", "H", "H"], "coordinates": [[-0.65, -0.89, 0.78], [-0.63, -1.38, -0.47], [-0.56, 2.06, 0.40], [0.34, 0.97, 0.88], [0.57, -1.97, -0.86], [-1.11, 1.67, -0.45], [0.52, -2.66, -1.74], [1.42, -1.18, -0.96], [-0.02, 2.96, 0.30], [0.85, -2.65, -0.10], [1.02, 0.69, 0.12], [-1.22, 2.19, 1.25], [0.68, 0.91, 1.90], [-1.21, -0.70, -1.06]], "lumo_ev": [0.7, 0.9], "de_lowest_kj_mol": 512.7, "homo_energy_ev": [-7.5, -7.9]}



6.
{"formula": "C4H6N2S", "method": "wB97M-V/def2-TZVPD", "symbols": ["S", "N", "N", "C", "C", "C", "C", "H", "H", "H", "H", "H", "H"], "coordinates": [[0.47, 2.53, -1.60], [-0.29, -1.74, -0.22], [0.60, 0.28, 0.37], [-1.42, -2.22, 0.48], [-0.22, -0.40, -0.31], [-0.37, -2.15, 1.23], [1.16, 1.48, -0.08], [-0.47, -0.09, -1.29], [-2.58, -2.14, 0.47], [1.18, 2.24, 0.66], [-0.62, 3.21, -1.10], [2.26, 1.43, -0.58], [0.30, -2.44, 1.97]], "lumo_ev": 0.8, "smiles": "SC/N=C/N1C=C1", "de_lowest_kj_mol": 573.7, "homo_energy_ev": -9.1}



7.
{"formula": "CH16O6S", "method": "wB97M-V/def2-TZVPD", "symbols": ["S", "O", "O", "O", "O", "O", "O", "C", "H", "H", "H", "H", "H", "H", "H", "H", "H", "H", "H", "H", "H", "H", "H", "H"], "coordinates": [[1.99, -2.69, 2.13], [0.61, 0.53, -2.03], [-2.19, -2.33, 1.89], [-1.86, 1.03, -0.70], [1.01, -1.79, -1.62], [1.08, 3.52, -0.52], [-2.07, 3.30, 0.57], [1.59, -1.19, 1.17], [0.63, -0.65, 1.44], [2.42, -0.50, 1.40], [0.71, 0.18, -1.09], [-1.34, 0.96, -1.55], [1.61, -1.28, 0.03], [1.59, -2.29, -1.04], [0.79, -3.42, 2.18], [-2.38, 2.33, 0.59], [0.61, 2.86, -0.98], [0.91, 3.49, 0.33], [-3.03, -2.12, 1.44], [-1.63, 3.48, -0.26], [-1.91, -3.07, 1.39], [-1.32, 0.47, -0.03], [0.80, -1.98, -2.50], [1.38, 1.16, -2.26]], "lumo_ev": 0.0, "smiles": "CS.O.O.O.O.O.O", "de_lowest_kj_mol": 265.9, "homo_energy_ev": -9.5}